Entry P
ORCA calculation (ωB97M-V/def2-TZVPD) on an isolated molecule of C19H28N4O4S2.

XYZ file:
```
57
Properties=species:S:1:pos:R:3:lowdin_charge:R:1
C -4.96819 3.24387 0.63568 -0.070
C -4.49100 2.19510 -0.36183 -0.247
N -5.32543 1.01061 -0.30692 -0.260
C -6.02985 0.59556 -1.49522 -0.271
C -7.19471 1.52733 -1.81499 -0.071
S -4.83576 -0.16953 0.74703 0.667
O -4.48168 0.45519 1.98502 -0.268
O -5.83789 -1.19531 0.74944 -0.283
C -3.34314 -0.83718 -0.00005 -0.245
C -3.45861 -1.80674 -0.97864 -0.051
C -2.31753 -2.27092 -1.61260 -0.051
C -1.07503 -1.76519 -1.26492 -0.013
C -0.96378 -0.79609 -0.27199 -0.111
C 0.35294 -0.18965 0.10318 -0.439
O 0.47750 0.99511 0.34065 0.084
N 1.36725 -1.07755 0.18547 0.124
C 2.73782 -0.67395 0.38113 -0.219
C 3.55487 -1.21100 -0.77444 -0.396
O 3.19564 -2.14359 -1.45782 0.093
N 4.76782 -0.61515 -1.03446 0.121
C 5.33192 0.50532 -0.49612 -0.642
N 4.91267 1.16884 0.48433 0.033
C 5.68510 2.31911 0.82198 -0.247
C 6.93878 2.43510 -0.08452 -0.422
S 6.83501 1.07473 -1.28559 0.937
C 3.30846 -1.19283 1.72483 -0.367
C 2.65023 -0.44268 2.87749 -0.054
C 3.10808 -2.69992 1.86668 -0.057
C -2.11288 -0.32623 0.35737 0.002
H -4.32194 4.11719 0.59620 0.075
H -5.98842 3.54368 0.41193 0.071
H -4.93872 2.81992 1.63489 0.063
H -3.45598 1.91948 -0.13309 0.106
H -4.51507 2.59329 -1.37976 0.123
H -5.34556 0.53584 -2.35577 0.124
H -6.41372 -0.40169 -1.27764 0.103
H -6.84041 2.52897 -2.04522 0.067
H -7.74422 1.14710 -2.67225 0.074
H -7.86407 1.58130 -0.96143 0.082
H -4.43636 -2.19291 -1.21856 0.113
H -2.39529 -3.02512 -2.38106 0.110
H -0.19413 -2.11296 -1.78584 0.118
H 1.23398 -2.03092 -0.11687 0.131
H 2.76671 0.42022 0.38921 0.135
H 5.27055 -1.02657 -1.81421 0.143
H 5.97166 2.24043 1.87438 0.114
H 5.04391 3.19911 0.71523 0.116
H 6.96532 3.37393 -0.63392 0.065
H 7.86472 2.32002 0.47650 0.065
H 4.37890 -0.96948 1.72654 0.124
H 3.03079 -0.80623 3.82881 0.079
H 2.85754 0.62084 2.80051 0.079
H 1.57262 -0.58490 2.85789 0.081
H 2.05381 -2.93436 1.99459 0.081
H 3.48094 -3.23043 0.99332 0.076
H 3.64244 -3.06333 2.74109 0.081
H -2.04218 0.41596 1.13732 0.126
```

Output
* charge: 0
* SMILES: CCN(CC)S(=O)(=O)c1cccc(C(=O)N[C@H](C(=O)NC2=NCCS2)C(C)C)c1
* multiplicity: 1
* gap between HOMO and LUMO: 9.6991 eV

Entry Q
ORCA calculation (ωB97M-V/def2-TZVPD) on an isolated molecule of C19H28N4O4S2.

XYZ file:
```
57
Properties=species:S:1:pos:R:3:lowdin_charge:R:1
C -4.54741 -2.32985 -1.87903 -0.066
C -4.82437 -2.57740 -0.39924 -0.203
N -4.61969 -1.37422 0.39057 -0.088
C -5.75253 -0.48487 0.53156 -0.225
C -6.62475 -0.84837 1.73353 -0.064
C -3.39914 -1.18165 0.93702 -0.532
O -2.48543 -1.96843 0.78465 0.062
C -3.18888 0.09360 1.74124 -0.326
S -2.98984 1.50288 0.59794 1.014
C -1.25830 1.51430 0.47773 -0.596
N -0.45746 0.97621 1.35309 0.130
C 0.80270 1.21822 0.88195 -0.198
C 2.04206 0.86727 1.40340 0.020
C 3.14802 1.25955 0.68336 -0.286
S 4.77649 0.79484 1.24456 0.679
O 4.71280 0.31214 2.59573 -0.281
O 5.70795 1.84226 0.94238 -0.286
N 5.10521 -0.47389 0.17372 -0.233
C 6.52244 -0.76332 0.04918 -0.178
C 6.70261 -1.80360 -1.05574 -0.187
O 5.97711 -2.97719 -0.76889 -0.128
C 4.60552 -2.70228 -0.61662 -0.187
C 4.35744 -1.67404 0.48961 -0.180
C 3.07251 1.97423 -0.50830 -0.059
C 1.85026 2.33859 -1.03716 0.007
C 0.72010 1.94880 -0.33360 -0.148
N -0.62140 2.11703 -0.57094 -0.035
C -1.23434 2.85205 -1.64469 -0.206
C -1.37004 4.33229 -1.29885 -0.061
H -5.19380 -1.54752 -2.27187 0.067
H -4.71901 -3.24070 -2.44573 0.073
H -3.51206 -2.02695 -2.01082 0.077
H -4.13602 -3.33759 -0.02378 0.119
H -5.85088 -2.92004 -0.25202 0.117
H -5.41063 0.54867 0.61210 0.075
H -6.34787 -0.55940 -0.38222 0.122
H -7.00505 -1.86223 1.63627 0.072
H -6.05693 -0.78860 2.65866 0.069
H -7.46838 -0.16656 1.79747 0.075
H -2.24511 0.02014 2.28145 0.075
H -4.01023 0.32865 2.41317 0.073
H 2.14889 0.32637 2.32842 0.125
H 7.02758 0.17085 -0.19387 0.119
H 6.92260 -1.15710 0.99480 0.137
H 7.74820 -2.10366 -1.13739 0.129
H 6.36237 -1.37906 -2.01201 0.129
H 4.12787 -3.65224 -0.37252 0.130
H 4.19538 -2.31449 -1.56165 0.129
H 3.29862 -1.41566 0.53783 0.120
H 4.67247 -2.08013 1.46122 0.132
H 3.99721 2.24366 -0.99105 0.113
H 1.78213 2.90037 -1.95588 0.111
H -0.61933 2.72339 -2.53925 0.124
H -2.22252 2.41936 -1.82779 0.099
H -0.39338 4.76454 -1.09381 0.077
H -1.82407 4.86643 -2.12847 0.076
H -1.99773 4.45435 -0.41941 0.072
```

Output
* charge: 0
* SMILES: CCN(CC)C(=O)CSc1nc2cc(S(=O)(=O)N3CCOCC3)ccc2n1CC
* multiplicity: 1
* gap between HOMO and LUMO: 8.7593 eV

Most stable to least stable: entry P, entry Q

Entry P
ORCA calculation (ωB97M-V/def2-TZVPD) on a 2-piece molecular cluster, CH4ClN2O overall.

XYZ file:
```
9
Properties=species:S:1:pos:R:3:lowdin_charge:R:1
C 0.25415 -1.17510 0.72149 0.009
N 0.48117 1.54325 -1.44400 -0.336
N -0.37634 -0.10587 0.16023 -0.078
O -1.21530 0.59357 0.60150 0.055
Cl -0.67534 2.45276 -0.89933 0.899
H 0.70413 -0.77378 1.66173 0.161
H 1.00395 -1.49559 0.06140 0.098
H -0.50518 -1.85144 1.24252 0.172
H 0.32876 0.81219 -2.10554 0.022
```

Output
* charge: +1
* multiplicity: 1
* gap between HOMO and LUMO (alpha / beta): 8.3310 / 7.5155 eV

Entry Q
ORCA calculation (ωB97M-V/def2-TZVPD) on a 2-piece molecular cluster, CH4ClN2O overall.

XYZ file:
```
9
Properties=species:S:1:pos:R:3:lowdin_charge:R:1
C 0.90235 -1.01789 0.98078 -0.386
N -0.41155 0.76016 -0.96237 -0.115
N 0.50501 -0.05866 1.60898 0.170
O 1.37721 -1.82846 0.26277 0.195
Cl -1.61555 -0.59629 -1.28442 0.693
H 0.23268 0.83518 -1.77079 0.147
H -0.95477 1.59647 -1.14540 0.122
H 0.09379 0.52694 -0.08394 0.040
H -0.12917 -0.21744 2.39438 0.134
```

Output
* charge: +1
* multiplicity: 1
* gap between HOMO and LUMO: 9.7375 eV

Most stable to least stable: entry Q, entry P

Entry P
ORCA calculation (ωB97M-V/def2-TZVPD) on an isolated ion of composition CH4ClN2O and charge +1.

XYZ file:
```
9
Properties=species:S:1:pos:R:3:lowdin_charge:R:1
N 0.02457 1.40631 0.07888 0.167
C 0.74779 0.34865 -0.16711 -0.608
Cl 2.43802 0.52644 0.02714 0.865
N 0.11771 -1.02132 -0.15665 0.008
O 0.87303 -2.23918 0.02643 0.038
H -1.02382 1.31480 -0.07374 0.192
H 0.38918 2.29382 0.29564 0.121
H -0.68544 -1.27069 -0.73724 0.159
H 0.45707 -2.58711 0.74223 0.058
```

Output
* charge: +1
* SMILES: N/C(Cl)=[NH+]/O
* multiplicity: 1
* gap between HOMO and LUMO: 10.3306 eV

Entry Q
ORCA calculation (ωB97M-V/def2-TZVPD) on a 2-piece molecular cluster, CH4ClN2O overall.

XYZ file:
```
9
Properties=species:S:1:pos:R:3:lowdin_charge:R:1
C -0.13011 1.54141 0.14178 -0.343
N -0.26359 -0.99118 0.25838 -0.182
N 0.62965 1.15437 -0.74136 0.160
O -0.81952 1.63022 1.08581 0.210
Cl -0.17712 -2.74984 -0.14739 0.717
H -1.25012 -0.76280 0.14447 0.129
H 0.28513 -0.79365 1.01043 0.075
H 0.23014 -0.53781 -0.57541 0.086
H 1.49554 1.50927 -1.17671 0.148
```

Output
* charge: +1
* multiplicity: 1
* gap between HOMO and LUMO: 10.7272 eV

Most stable to least stable: entry Q, entry P